{
  "formula": "C27H26LaN11O4",
  "method": "ωB97M-V/def2-TZVPD",
  "lumo_ha": -0.012,
  "de_lowest_kj_mol": 1.85,
  "charge": 0,
  "fmax_ev_per_a": 2.2,
  "total_energy_ev": -53860.165,
  "elements": ["La", "O", "O", "O", "O", "N", "N", "N", "N", "N", "N", "N", "N", "N", "N", "N", "C", "C", "C", "C", "C", "C", "C", "C", "C", "C", "C", "C", "C", "C", "C", "C", "C", "C", "C", "C", "C", "C", "C", "C", "C", "C", "C", "H", "H", "H", "H", "H", "H", "H", "H", "H", "H", "H", "H", "H", "H", "H", "H", "H", "H", "H", "H", "H", "H", "H", "H", "H", "H"],
  "positions_angstrom": [[-1.180815, -0.629219, -0.281316], [-2.918616, -2.485138, -0.413446], [0.973818, -1.323819, -2.567503], [-4.607502, 1.690760, -0.417924], [-0.527127, -2.573015, -3.691621], [-0.441289, -1.840065, -2.529353], [-1.001710, -0.139396, -4.758547], [-1.867943, 1.680712, -1.731318], [0.835484, -1.178934, 4.116974], [-1.305694, -0.725182, -2.517628], [-3.760382, -0.412757, -0.382177], [-1.653800, 1.439699, -3.110210], [0.369271, -0.574296, 2.058025], [-6.080092, -0.047580, -0.349165], [-2.208938, -1.637793, 4.472454], [-2.381625, -1.196836, 2.321638], [4.116699, 4.674680, -1.622038], [5.163515, 3.763586, -1.667141], [2.034917, -0.808557, 3.533275], [1.726803, -0.438381, 2.264678], [3.408002, 0.519373, -0.741008], [-1.559996, -1.291756, 3.337681], [-1.293363, 0.161895, -3.543611], [6.092596, -1.925263, 1.564506], [1.156391, -0.650158, -1.381435], [-5.282545, -2.282536, -0.503787], [-0.129699, -1.020013, 3.187426], [4.395548, -0.311428, 0.004260], [-4.782758, 0.472521, -0.378651], [2.269006, -0.011791, -1.159083], [5.267859, -2.492039, 0.597592], [-7.214972, 0.868109, -0.359608], [-3.630698, -1.491172, 2.822994], [6.073188, -0.548637, 1.740939], [4.949810, 2.427538, -1.356942], [5.235572, 0.247140, 0.967206], [-3.939725, -1.750198, -0.439411], [4.435087, -1.696696, -0.172748], [-3.546044, -1.767953, 4.149339], [2.646983, 2.897901, -0.942876], [3.683095, 1.967540, -0.999153], [-6.288735, -1.396557, -0.443596], [2.852339, 4.233532, -1.253946], [-7.653578, 0.930400, -1.356327], [-2.860895, 1.765083, -1.497053], [2.377727, -0.098064, 1.476836], [2.972196, -0.859600, 4.056552], [6.153321, 4.092831, -1.957766], [-2.163898, 2.019115, -3.758925], [5.772456, 1.724007, -1.410331], [-0.602718, -1.885081, -4.402293], [3.795501, -2.145164, -0.923467], [2.024689, 4.930673, -1.207931], [0.728181, -1.542475, 5.047781], [-4.285155, -2.039895, 4.880242], [6.748718, -2.546677, 2.160212], [4.282859, 5.714872, -1.870168], [1.658847, 2.548495, -0.664663], [-5.451362, -3.343839, -0.585410], [-7.328231, -1.698132, -0.473326], [-0.918921, 0.685874, -5.343814], [-4.505990, -1.496014, 2.196411], [-1.816481, -1.752629, 5.390181], [5.277289, -3.562566, 0.433755], [5.225801, 1.319503, 1.123909], [6.712502, -0.085027, 2.482319], [-7.969503, 0.526712, 0.347595], [-6.856475, 1.850246, -0.073666], [-1.398797, 2.549533, -1.494398]],
  "forces_ev_per_a": [[-0.5, -0.3, 2.1], [-0.1, 0.1, 0.1], [-0.4, 0.0, 0.0], [0.0, 0.1, 0.0], [-0.2, -0.1, 0.3], [0.2, 0.6, -0.8], [0.0, 0.2, 0.0], [0.1, -0.1, 0.0], [0.2, 0.0, 0.0], [0.4, -0.4, -1.4], [-0.4, 0.1, 0.1], [0.0, 0.2, -0.1], [0.3, 0.1, -0.1], [-0.1, 0.0, 0.0], [-0.2, 0.0, 0.0], [-0.2, 0.1, 0.1], [0.0, 0.0, 0.0], [0.0, 0.0, 0.0], [-0.1, -0.1, 0.1], [-0.1, 0.0, -0.1], [0.2, 0.4, 0.0], [0.5, 0.1, 0.0], [0.0, -0.1, 0.1], [-0.1, 0.0, -0.1], [0.6, 0.2, -0.2], [0.0, 0.1, 0.0], [-0.4, -0.1, 0.1], [-0.1, 0.1, -0.1], [0.1, -0.1, -0.2], [-0.2, -0.4, 0.0], [0.0, 0.0, 0.0], [0.1, -0.1, 0.0], [0.1, 0.0, -0.2], [0.0, 0.0, -0.1], [0.1, 0.0, 0.0], [0.1, 0.1, 0.1], [0.1, -0.2, 0.0], [0.0, -0.1, 0.0], [0.2, 0.0, 0.1], [-0.1, 0.0, 0.0], [0.0, -0.1, 0.0], [-0.1, 0.1, 0.0], [0.1, -0.1, 0.0], [0.0, 0.0, 0.0], [0.0, 0.0, 0.0], [0.0, 0.0, 0.0], [0.0, 0.0, 0.0], [0.0, 0.0, 0.0], [0.0, 0.0, 0.1], [0.0, 0.0, 0.0], [0.0, 0.0, 0.0], [0.0, 0.0, 0.0], [0.0, 0.0, 0.0], [0.0, 0.0, 0.0], [0.0, 0.0, 0.0], [0.0, 0.0, 0.0], [0.0, 0.0, 0.0], [0.0, 0.0, 0.0], [0.0, 0.0, 0.0], [0.0, 0.0, 0.0], [0.0, -0.1, 0.0], [0.0, 0.0, 0.0], [0.0, 0.0, 0.0], [0.0, 0.0, 0.0], [0.0, 0.0, 0.0], [0.0, 0.0, 0.0], [0.0, 0.0, 0.0], [0.0, 0.0, 0.0], [-0.1, 0.0, 0.0]],
  "mulliken_charge": [1.5200, -0.7201, -0.2366, -0.8380, -0.5512, 0.0263, -0.8685, -0.4246, -0.0717, -0.1842, -0.1597, -0.2937, 0.0119, 0.1101, -0.0823, 0.1940, -0.4317, -0.7900, -0.7546, -0.0689, -0.3913, -0.0340, 0.6599, -0.4448, -0.7510, -1.0685, 0.2410, 0.3844, 0.4595, 0.7902, -0.7013, -1.1301, -0.2348, -0.8810, 0.0163, 0.2144, 0.9921, -0.4496, -0.8204, -0.3473, -0.0821, -0.1471, -0.6666, 0.3324, 0.1654, 0.2284, 0.4716, 0.3749, 0.2374, 0.4874, 0.3886, 0.4901, 0.3691, 0.1785, 0.4152, 0.4135, 0.3790, 0.2817, 0.4651, 0.4108, 0.1893, 0.2545, 0.1810, 0.4107, 0.4717, 0.3950, 0.3815, 0.3475, 0.2854]
}

---

{
  "formula": "C3H2F2O2",
  "method": "ωB97M-V/def2-TZVPD",
  "lumo_ha": 0.030,
  "de_lowest_kj_mol": 164.75,
  "charge": 0,
  "smiles": "O=C1O[C@H](F)[C@H]1F",
  "fmax_ev_per_a": 6.0,
  "total_energy_ev": -12671.362,
  "elements": ["F", "F", "O", "O", "C", "C", "C", "H", "H"],
  "positions_angstrom": [[0.563819, 0.724006, 1.803423], [1.072012, -1.435877, -0.863703], [-1.190607, 0.460298, 0.443732], [-1.397389, 0.703518, -1.906451], [-0.879055, 0.419730, -0.890133], [-0.021993, -0.104553, 0.936264], [0.726185, -0.231284, -0.433258], [1.290691, 0.595820, -0.685356], [-0.163663, -1.131659, 1.595482]],
  "forces_ev_per_a": [[0.4, 1.1, 0.5], [0.5, -0.3, -0.2], [-1.4, 0.6, -0.5], [-0.7, 0.2, 1.0], [3.6, -2.0, -0.1], [1.2, -3.7, 1.2], [-5.9, 0.7, 0.5], [2.3, 1.1, -0.2], [-0.1, 2.3, -2.1]],
  "mulliken_charge": [-0.2635, -0.2505, -0.2702, -0.4421, 0.3693, 0.2553, -0.0344, 0.3769, 0.2593]
}

---

{
  "formula": "C10H40N20O10",
  "method": "ωB97M-V/def2-TZVPD",
  "lumo_ha": -0.011,
  "de_lowest_kj_mol": 160.68,
  "charge": 0,
  "smiles": "NC(N)=O.NC(N)=O.NC(N)=O.NC(N)=O.NC(N)=O.NC(N)=O.NC(N)=O.NC(N)=O.NC(N)=O.NC(N)=O",
  "fmax_ev_per_a": 2.4,
  "total_energy_ev": -61306.103,
  "elements": ["O", "O", "O", "O", "O", "O", "O", "O", "O", "O", "N", "N", "N", "N", "N", "N", "N", "N", "N", "N", "N", "N", "N", "N", "N", "N", "N", "N", "N", "N", "C", "C", "C", "C", "C", "C", "C", "C", "C", "C", "H", "H", "H", "H", "H", "H", "H", "H", "H", "H", "H", "H", "H", "H", "H", "H", "H", "H", "H", "H", "H", "H", "H", "H", "H", "H", "H", "H", "H", "H", "H", "H", "H", "H", "H", "H", "H", "H", "H", "H"],
  "positions_angstrom": [[13.509331, -26.733561, 16.039605], [18.713730, -33.019791, 18.681168], [18.504526, -24.885475, 19.059450], [21.045691, -31.075194, 15.517420], [14.343247, -22.289224, 22.823920], [16.490386, -29.721093, 17.204974], [15.999748, -28.656241, 20.482278], [12.133729, -27.587147, 24.998318], [12.572875, -31.048313, 18.700029], [16.599184, -30.001535, 23.895461], [19.216530, -31.899281, 20.617377], [15.596457, -30.569430, 15.294149], [17.593486, -29.400364, 15.210848], [14.772692, -31.342223, 19.242162], [14.096768, -27.597744, 26.215335], [18.634560, -22.627059, 18.849501], [21.002912, -29.078741, 14.403165], [14.313746, -27.865111, 17.902065], [13.871729, -32.428643, 17.434373], [20.528091, -31.628027, 18.766916], [16.411861, -26.465887, 20.729792], [15.348950, -23.242104, 20.999253], [16.602574, -22.203910, 22.654919], [14.674962, -30.439192, 25.001915], [14.673527, -30.122796, 22.700030], [12.453453, -28.606061, 16.867893], [13.992776, -26.732801, 24.044510], [20.404888, -29.195100, 16.630137], [17.735142, -27.625831, 19.268050], [18.860910, -23.604935, 20.924080], [18.659807, -23.782076, 19.572008], [20.883057, -29.866179, 15.520102], [13.459606, -27.661101, 16.827905], [13.324215, -27.313737, 25.102910], [16.691053, -27.693432, 20.185140], [16.548473, -29.877287, 15.988734], [15.350322, -22.530781, 22.191169], [15.387260, -30.156336, 23.859443], [19.410247, -32.241510, 19.307063], [13.689411, -31.541224, 18.469318], [17.990951, -26.652350, 19.133714], [18.473871, -32.344771, 21.113469], [20.121745, -29.642824, 17.485646], [17.441740, -22.378942, 22.133068], [19.348793, -22.772062, 21.205719], [15.295243, -30.635735, 25.767237], [13.714337, -30.181603, 25.128003], [14.721410, -30.636252, 19.951145], [14.004108, -28.673364, 18.410896], [20.230891, -28.210073, 16.528383], [21.231227, -29.591853, 13.572483], [16.178063, -23.131780, 20.442238], [14.995435, -26.701084, 24.129022], [18.878535, -24.411139, 21.524374], [21.031816, -30.984131, 19.344300], [13.186877, -32.756930, 16.783167], [15.658111, -31.769012, 19.010833], [15.050827, -27.581903, 25.892983], [18.246859, -22.625198, 17.923033], [15.292133, -27.659154, 17.834163], [12.401671, -29.340955, 17.565240], [18.766022, -21.730910, 19.282645], [16.989153, -25.672287, 20.540686], [15.574632, -26.445227, 21.279161], [13.609148, -26.728360, 23.120334], [11.700974, -28.570469, 16.205541], [19.822221, -31.225900, 21.039829], [13.725453, -28.334271, 26.784684], [13.675586, -30.179562, 22.656499], [15.300172, -29.933198, 21.925146], [15.546841, -30.538170, 14.295899], [20.846820, -31.991653, 17.884023], [14.733577, -32.951152, 17.432783], [17.479634, -29.410577, 14.217154], [14.830169, -30.817166, 15.905221], [14.453166, -23.325475, 20.550207], [21.007601, -28.083580, 14.505396], [18.498300, -29.368383, 15.665962], [16.604866, -21.924328, 23.618899], [17.775416, -28.422910, 18.648613]],
  "forces_ev_per_a": [[0.3, -0.4, -0.2], [0.0, 0.1, 0.2], [-0.2, 0.6, 0.3], [0.3, 0.4, -0.1], [0.1, 0.0, -0.1], [0.5, -0.3, -0.4], [0.3, -0.5, -0.3], [0.5, 0.0, 0.5], [1.0, 0.3, -0.3], [0.1, -0.1, -0.1], [-0.1, -0.2, -0.6], [0.2, 0.3, 1.2], [-0.7, 0.0, 0.9], [0.0, -0.4, -0.1], [-0.1, 1.3, -1.3], [0.0, 0.2, 0.1], [0.0, -0.6, 0.7], [-1.0, 0.3, -0.4], [1.4, -0.1, -0.1], [-1.0, -0.2, 0.0], [0.1, -0.7, 0.3], [0.3, 0.4, 0.6], [-0.4, 0.2, 0.0], [0.5, -0.2, -0.2], [1.2, 0.1, 0.3], [-0.2, 0.0, -0.5], [1.0, 0.1, 1.2], [0.3, 0.8, -0.6], [-1.4, -0.5, 1.8], [-0.1, 0.3, -0.4], [0.2, -0.4, -0.3], [-0.9, -0.7, 0.7], [-0.3, -0.1, 0.9], [-1.6, -0.5, -1.1], [0.2, 0.8, -0.6], [0.6, 0.1, -0.5], [-0.2, -0.5, 0.0], [-0.7, -0.2, 0.0], [0.5, 0.0, 0.0], [-1.7, -0.6, 0.2], [0.5, -0.7, -1.0], [-0.2, 0.1, 0.3], [0.2, -0.4, -0.1], [-0.1, -0.2, 0.2], [0.1, -0.1, 0.3], [-0.4, 0.2, 0.4], [-0.1, -0.1, 0.0], [0.2, 0.1, 0.0], [1.0, -0.1, 0.5], [-0.1, 0.0, 0.3], [0.2, 0.4, -0.2], [-0.2, -0.1, -0.4], [0.0, 0.1, -0.4], [0.3, -0.1, -0.1], [0.5, -0.1, -0.3], [-0.6, 0.3, 0.4], [0.0, 0.5, 0.1], [0.4, -0.7, 1.1], [0.1, -0.3, -0.1], [0.1, -0.1, -0.1], [0.1, 0.1, -0.1], [-0.1, 0.0, 0.1], [-0.3, 0.3, 0.0], [0.1, 0.4, 0.1], [-0.4, -0.1, 0.1], [0.1, 0.3, 0.0], [-0.2, 0.0, 0.4], [0.3, -0.1, 0.1], [0.0, 0.0, -0.2], [-0.7, 0.4, -0.3], [-0.3, -0.1, 0.0], [0.3, 0.4, -0.1], [0.0, 0.0, -0.2], [0.5, -0.2, -0.1], [-0.4, -0.1, -0.6], [0.1, 0.1, -0.2], [0.1, 0.1, -0.5], [-0.3, 0.2, -0.4], [0.3, 0.2, -0.1], [0.1, 0.4, -0.4]],
  "mulliken_charge": [-0.6801, -0.6645, -0.7183, -0.6219, -0.6166, -0.4588, -0.4162, -0.6221, -0.7808, -0.6826, -0.3775, -0.3857, -0.3550, 0.0059, -0.4807, -0.4354, -0.3903, -0.1307, -0.3715, -0.4931, -0.1632, -0.3086, -0.3232, -0.4157, -0.1815, -0.2705, -0.3175, -0.4095, -0.2341, -0.3638, 0.4391, 0.6096, 0.5574, 0.5495, 0.4008, 0.5392, 0.5049, 0.4639, 0.8144, 0.4899, 0.3756, 0.1901, 0.1844, 0.2150, 0.2969, 0.2466, 0.2186, 0.0274, 0.1113, 0.2053, 0.2323, 0.1671, 0.1798, 0.1861, 0.1755, 0.2131, 0.1347, 0.2375, 0.2341, 0.1071, 0.1434, 0.1734, 0.0224, -0.0191, 0.1723, 0.1816, 0.1385, 0.2707, 0.1814, 0.2624, 0.1700, 0.2000, 0.1779, 0.1617, 0.2283, 0.2121, 0.1883, 0.1581, 0.2012, 0.1321]
}